(1)
The following is a DFT calculation (ωB97M-V/def2-TZVPD) of a cluster of 2 separate species, C12H24BBrNO6 in total.

XYZ file:
```
45
Properties=species:S:1:pos:R:3:forces:R:3:mulliken_charge:R:1
C 3.014547 1.757102 3.936619 0.364 0.256 0.154 -0.715
C 2.724113 2.801942 2.704478 1.667 -0.844 -0.762 -0.200
O 1.347460 3.315486 2.635418 0.629 1.811 3.608 -0.305
B 1.006983 4.167150 3.795631 0.315 -0.333 -0.248 0.488
O 1.972116 4.815476 4.713128 -1.667 0.425 -3.218 -0.464
O -0.464322 4.328758 4.071850 1.316 -5.192 -0.839 -0.310
C -1.090334 2.996628 3.786522 -5.120 -1.151 -4.788 0.653
O -2.114007 2.819129 2.931720 6.939 2.036 5.918 -0.495
O -0.588679 1.755374 4.451725 -0.074 3.441 -1.542 -0.382
Br -0.327183 0.438968 3.160740 -0.355 0.328 0.415 0.223
H 3.432277 0.765923 3.461552 -0.644 2.002 1.175 0.253
H 2.074842 1.461456 4.568799 1.631 0.769 -1.394 0.204
H 3.792259 2.270259 4.681390 -1.639 -1.376 -1.677 0.244
H 2.953746 2.226399 1.683925 -0.883 1.370 2.199 0.244
H 3.514069 3.679067 2.745976 -1.779 -1.635 0.013 0.247
H 2.358312 5.660413 4.303391 -0.758 -1.938 0.856 0.312
C 0.349681 -3.358808 -2.361369 0.409 0.126 -0.206 -1.686
C -0.816705 -2.787801 -1.499711 0.470 -1.866 -0.334 1.892
C -2.130190 -2.729087 -2.330223 -0.126 0.320 0.109 -1.380
C -2.181496 -1.587003 -3.335566 0.007 0.045 0.019 -0.479
C -1.884306 -0.258873 -2.648256 -0.128 -0.296 0.162 -1.248
C -0.537914 -0.275210 -1.880493 0.941 1.556 -1.012 1.772
N -0.413368 -1.448663 -0.948286 -4.261 0.851 2.704 0.269
O -1.219550 -1.186385 0.173613 2.597 -0.666 -2.615 -0.495
C 0.624796 -0.279090 -2.910139 0.055 -0.307 -0.131 -1.867
C -0.371139 1.094298 -1.146223 -0.334 -0.539 0.553 -1.802
C -1.034103 -3.874006 -0.390915 -0.323 0.743 0.258 -1.923
H 1.248238 -2.736039 -2.323916 -0.251 0.025 -0.014 0.328
H 0.688049 -4.339616 -2.004819 -0.328 0.173 -0.006 0.482
H 0.067423 -3.482665 -3.412326 0.050 0.107 0.115 0.328
H -2.989647 -2.621865 -1.654116 0.257 0.021 0.095 0.406
H -2.283368 -3.677059 -2.861898 0.262 0.025 0.259 0.354
H -1.480093 -1.765440 -4.155543 0.040 0.023 0.021 0.279
H -3.177282 -1.544249 -3.790402 0.114 -0.041 0.030 0.383
H -1.883454 0.540531 -3.400404 0.260 -0.028 0.245 0.394
H -2.708321 -0.025912 -1.960506 0.236 -0.061 0.088 0.367
H 1.597089 -0.343202 -2.407124 -0.195 -0.034 -0.017 0.387
H 0.628294 0.645877 -3.500256 -0.187 -0.108 0.287 0.431
H 0.561784 -1.091723 -3.636400 0.020 0.003 0.147 0.376
H -1.201810 1.311980 -0.464230 0.224 -0.249 -0.061 0.368
H -0.339608 1.923706 -1.862447 0.023 -0.397 -0.116 0.385
H 0.562679 1.122929 -0.570669 -0.183 -0.089 -0.070 0.415
H -0.163070 -3.950944 0.266159 -0.055 0.086 -0.088 0.462
H -1.201465 -4.862621 -0.843724 0.179 0.435 -0.188 0.458
H -1.917343 -3.672592 0.227325 0.287 0.169 -0.105 0.348
```
Positions in Å, forces in eV/Å.

Properties
* calculated total energy: -3576.57425 Ha
* LUMO energy (alpha / beta): -0.95 / -1.01 eV
* spin multiplicity: 2
* expectation value of S²: 0.755
* gap between HOMO and LUMO (alpha / beta): 8.251 / 8.754 eV

***

(2)
The following is a DFT calculation (ωB97M-V/def2-TZVPD) of a cluster of 2 separate species, C12H24BN3O6 in total.

XYZ file:
```
46
Properties=species:S:1:pos:R:3:forces:R:3:mulliken_charge:R:1
C 0.081754 0.438316 3.559537 -0.893 -0.196 0.423 -0.649
C -1.557647 0.264800 3.589954 -0.086 -0.158 -1.278 -0.474
C -2.008529 -1.215614 2.960931 -1.898 1.989 1.142 -0.626
N -1.555672 -1.257277 1.541767 0.956 -2.052 0.975 0.131
C -0.451378 -2.196792 1.214557 1.041 0.881 -3.236 0.041
O 0.019179 -3.247627 2.112795 1.547 -1.126 -1.478 -0.377
C 0.804556 -4.173265 1.240818 2.710 -1.123 -0.028 0.561
O 2.001218 -4.736778 1.427619 -8.827 3.974 -1.057 -0.543
O -0.073589 -4.293802 0.067187 3.577 0.911 2.199 -0.432
C -0.760626 -2.985761 -0.197836 -0.444 -2.422 1.298 0.821
N -2.190357 -3.493194 -0.455657 -2.216 -3.796 5.857 -0.717
C -2.597957 -4.318710 0.583401 2.871 0.943 4.530 0.688
O -2.709736 -4.925721 1.794509 0.190 4.504 -10.275 -0.451
B -0.017522 -2.516216 -1.585638 0.873 0.098 -3.091 -0.046
O 0.207384 -3.574289 -2.633059 1.852 1.516 3.543 -0.543
N 0.516335 -1.138715 -1.920436 -1.393 -1.530 1.911 0.027
C 1.981469 -0.977433 -1.585709 0.170 -0.085 -1.284 -0.783
C -0.343541 -0.016499 -1.389265 1.187 1.192 0.397 0.412
H 0.526890 -0.559787 3.994612 -0.568 2.054 -0.906 0.204
H 0.468526 0.636438 2.451690 -0.860 -0.474 2.511 0.059
H 0.349569 1.335001 4.266130 -0.249 -1.749 -1.515 0.325
H -2.051534 0.452708 4.633535 1.174 -0.491 -1.822 0.345
H -2.024220 1.061568 2.835328 0.953 -1.652 1.684 0.212
H -1.731522 -2.115501 3.646026 -0.108 1.580 -1.532 0.285
H -3.202906 -1.172580 2.947460 2.546 -0.286 0.062 0.314
H -2.316765 -1.196772 0.833215 1.032 -0.717 1.003 0.300
H 0.565998 -1.637963 0.940196 -2.065 -0.566 0.766 0.168
H 1.110161 -3.958993 -2.350840 -2.059 0.375 -0.881 0.328
H 2.460807 -0.309295 -2.451180 -0.745 -1.315 2.175 0.233
H 2.068890 -0.478031 -0.531163 0.216 -0.945 -1.872 0.239
H 2.484335 -2.056847 -1.636363 -0.855 2.486 0.293 0.288
H -1.505164 -0.183810 -1.533862 2.559 0.257 0.209 0.257
H 0.023330 0.973905 -1.945751 -1.182 -2.068 1.193 -0.502
H -0.052351 0.135492 -0.259726 -1.015 -0.006 -1.876 -0.066
C 1.565761 5.514094 -1.709598 0.279 0.130 0.220 -1.392
C 1.100357 4.069070 -1.792115 -0.359 0.487 -0.375 0.471
C 0.744686 3.681966 -3.218784 0.080 -0.290 -0.156 -1.196
O -0.040417 3.891840 -0.956385 -0.191 -0.118 0.177 -0.546
H 0.776338 6.199453 -2.037993 0.047 -0.126 -0.109 0.351
H 1.806488 5.782309 -0.675270 0.020 -0.099 -0.155 0.329
H 2.452124 5.679370 -2.329827 -0.104 0.034 0.056 0.371
H 1.887832 3.406657 -1.416436 -0.238 0.016 0.118 0.280
H -0.073857 4.302389 -3.600696 0.136 0.068 0.058 0.333
H 0.399720 2.643320 -3.260988 0.119 0.146 -0.019 0.272
H 1.606461 3.792353 -3.884213 -0.121 -0.011 0.024 0.346
H -0.744880 4.476226 -1.282478 0.343 -0.243 0.119 0.353
```
Positions in Å, forces in eV/Å.

Properties
* calculated total energy: -1111.95348 Ha
* LUMO energy: -1.05 eV
* SMILES: CCCN[C@H]1OC(=O)O[C@]1(N=C=O)B(O)N(C)C.CC(C)O
* spin multiplicity: 1
* gap between HOMO and LUMO: 8.251 eV